[1]
Formula: C4H8O3
Source: the Open Molecules 2025 dataset
Level of theory: wB97M-V/def2-TZVPD

Values from the calculation:
2S+1: 1
orbital gap: 0.3445 hartree
relative energy (zero: lowest compared OMol25 entry of this formula, charge and spin): 58.1 kcal/mol
E_HOMO: -9.83 eV
lowest unoccupied orbital energy: -0.46 eV
SMILES: CCC(=O)C=O.O
largest force on an atom: 1.66 eV/A

CARTESIAN COORDINATES (ANGSTROEM)
C -1.365 -0.514 -0.722
C 0.079 -0.784 -0.274
O 0.900 1.462 -1.326
C 0.781 -0.024 0.771
O 1.984 0.152 0.793
C -0.095 0.349 1.970
O 0.306 1.092 2.823
H -1.419 -0.096 -1.734
H -1.893 -1.466 -0.739
H -1.921 0.175 -0.081
H 0.728 -1.020 -1.118
H 1.262 1.168 -2.167
H 0.192 -1.624 0.493
H 1.580 1.208 -0.679
H -1.120 -0.078 1.988

Force components x, y, z for each atom (eV/Å):
C 0.049 -0.164 0.225
C 0.121 -1.048 0.631
O 0.341 0.489 -0.328
C 0.529 0.660 -0.138
O -0.518 0.083 0.282
C 0.124 0.503 0.556
O -0.239 -0.248 -0.181
H 0.353 -0.052 0.294
H -0.195 0.046 -0.029
H 0.169 -0.118 0.011
H 0.004 -0.034 0.366
H -0.038 0.154 -0.130
H -0.934 -0.613 -1.231
H 0.039 0.308 -0.408
H 0.194 0.033 0.079

Electronic structure analysis, Löwdin charges in units of e:
1 C -0.0757
2 C -0.1927
3 O -0.0530
4 C -0.4328
5 O 0.0876
6 C -0.1610
7 O 0.1149
8 H 0.0783
9 H 0.0730
10 H 0.0712
11 H 0.1238
12 H 0.0575
13 H 0.1615
14 H 0.0197
15 H 0.1276

=====

[2]
Formula: C13H22Al2BBr3F9KN4O12
Source: the Open Molecules 2025 dataset
Level of theory: wB97M-V/def2-TZVPD

Values from the calculation:
2S+1: 1
orbital gap: 0.0583 hartree
E_HOMO: -8.60 eV
lowest unoccupied orbital energy: -7.02 eV
largest force on an atom: 4.36 eV/A

CARTESIAN COORDINATES (ANGSTROEM)
N -5.906 3.923 1.760
B -6.837 3.218 0.926
O -8.040 3.708 0.519
O -6.479 1.916 0.506
C -6.393 1.596 -0.765
O -7.233 1.532 -1.585
O -5.104 1.130 -1.049
C -4.001 1.908 -0.852
F -2.941 1.096 -1.119
F -3.841 2.331 0.420
C -3.923 3.152 -1.819
F -4.815 3.050 -2.803
F -4.139 4.290 -1.140
F -2.693 3.233 -2.359
H -6.088 4.915 1.767
H -5.876 3.573 2.709
H -7.957 4.593 0.149
C 1.085 5.041 0.374
C 0.098 4.492 1.414
C -1.270 4.222 0.756
O -0.093 5.281 2.449
H 0.724 5.991 -0.013
H 2.063 5.190 0.823
H 1.216 4.357 -0.480
H 0.492 3.430 1.691
H -1.741 5.105 0.334
H -1.963 3.757 1.459
H -1.067 3.494 -0.064
Al -0.021 1.841 0.350
C -1.711 -0.692 3.443
Br -0.957 0.976 4.100
Br -2.727 -0.393 1.861
Br -0.339 -1.981 3.164
H -2.391 -1.069 4.200
C 1.908 -5.427 1.411
O 1.893 -4.939 0.256
O 1.199 -4.755 2.379
O 2.516 -6.449 1.715
H 0.837 -4.020 1.855
F -6.342 1.955 5.325
Al -4.878 1.789 4.598
F -4.348 0.217 4.545
F -3.727 2.657 5.557
F -4.851 2.483 3.092
K -2.095 3.557 6.233
C 4.575 -4.538 -1.867
C 5.373 -3.344 -2.045
N 6.002 -2.392 -2.203
H 5.211 -5.419 -1.907
H 4.063 -4.507 -0.907
H 3.832 -4.604 -2.658
C 7.842 -5.072 -5.685
O 6.672 -4.863 -5.429
N 8.852 -4.248 -5.361
C 10.228 -4.554 -5.687
C 8.542 -3.010 -4.658
H 8.179 -5.980 -6.214
H 10.834 -4.618 -4.781
H 10.653 -3.783 -6.334
H 10.277 -5.509 -6.206
H 8.041 -3.227 -3.716
H 7.870 -2.395 -5.255
H 9.462 -2.465 -4.467
N -4.311 -2.813 4.623
O -5.297 -3.139 5.255
O -4.367 -2.692 3.396
O -3.232 -2.617 5.196

Force components x, y, z for each atom (eV/Å):
N -1.488 1.393 -1.443
B 0.157 0.532 0.869
O 0.092 0.090 -1.233
O 0.254 0.044 0.386
C -0.261 -0.438 0.503
O -0.275 0.105 -0.462
O 0.794 0.251 -0.264
C -0.099 -0.592 0.395
F -0.177 0.259 -0.035
F -0.010 -0.126 -0.662
C 0.155 0.268 -0.086
F 0.322 0.089 0.367
F -0.121 -0.395 -0.278
F -0.298 0.014 0.121
H -0.357 0.191 0.151
H 0.424 0.222 -0.465
H -0.397 0.146 0.371
C 0.213 -0.480 -0.030
C -0.743 1.799 -0.561
C 0.173 -0.749 0.340
O 0.373 -0.767 0.425
H -0.080 0.026 0.042
H 0.033 0.056 0.060
H -0.014 0.049 0.020
H 0.098 -0.337 0.258
H 0.191 0.054 -0.164
H -0.022 -0.003 0.032
H -0.609 0.403 -0.533
Al 0.003 -0.457 0.461
C -0.125 0.009 -0.082
Br 0.143 0.100 -0.139
Br 0.093 0.154 -0.237
Br 0.177 -0.043 0.163
H -0.009 0.044 0.094
C -0.618 0.703 0.629
O 0.163 -0.189 0.044
O 0.537 -0.340 -0.985
O 0.155 -0.213 -0.038
H -0.252 0.058 0.282
F -0.544 0.216 0.243
Al 0.049 -0.536 0.452
F 0.353 -0.432 0.041
F -3.407 -1.792 -1.433
F 1.381 -1.428 0.957
K 3.604 1.998 1.422
C -0.133 -0.177 0.090
C 0.449 0.658 -0.205
N -0.263 -0.377 0.145
H 0.014 -0.028 -0.019
H -0.049 -0.048 -0.003
H -0.018 -0.026 -0.032
C -0.081 -0.165 -0.042
O -0.082 0.004 0.033
N 0.231 0.163 0.028
C -0.092 0.113 0.062
C -0.088 -0.170 -0.045
H -0.005 0.010 -0.002
H 0.032 -0.022 -0.007
H 0.031 -0.016 -0.019
H -0.002 -0.032 -0.017
H -0.019 0.074 0.038
H -0.015 0.038 0.015
H 0.050 -0.008 -0.006
N -0.055 -0.119 -0.046
O -0.100 -0.032 0.079
O 0.040 0.094 -0.129
O 0.125 0.109 0.088

Electronic structure analysis, Löwdin charges in units of e:
1 N 0.1832
2 B -0.6975
3 O 0.2065
4 O 0.2426
5 C -0.5144
6 O 0.2392
7 O 0.1712
8 C -0.4770
9 F 0.0807
10 F 0.1147
11 C -0.4952
12 F 0.2012
13 F 0.1688
14 F 0.1551
15 H 0.0832
16 H 0.0518
17 H 0.1155
18 C -0.0550
19 C -0.7257
20 C -0.1080
21 O -0.0711
22 H 0.0922
23 H 0.0865
24 H 0.0595
25 H 0.0347
26 H 0.1128
27 H 0.0919
28 H -0.0637
29 Al 1.0280
30 C -1.5823
31 Br 0.6077
32 Br 0.7286
33 Br 0.7124
34 H -0.0676
35 C -0.7506
36 O 0.1131
37 O 0.0680
38 O 0.1703
39 H 0.0396
40 F -0.1206
41 Al -0.2133
42 F -0.1384
43 F -0.4333
44 F -0.1293
45 K 0.9708
46 C -0.0611
47 C -0.2789
48 N 0.1220
49 H 0.0876
50 H 0.0592
51 H 0.0900
52 C -0.3650
53 O 0.0067
54 N -0.1994
55 C -0.0645
56 C -0.0402
57 H 0.1305
58 H 0.0882
59 H 0.0877
60 H 0.0797
61 H 0.0627
62 H 0.0933
63 H 0.0842
64 N -0.5909
65 O 0.1551
66 O 0.0897
67 O 0.0766

=====

[3]
Formula: C3H4N2O2
Source: the Open Molecules 2025 dataset
Level of theory: wB97M-V/def2-TZVPD

Values from the calculation:
2S+1: 1
orbital gap: 0.3660 hartree
relative energy (zero: lowest compared OMol25 entry of this formula, charge and spin): 61.1 kcal/mol
E_HOMO: -9.60 eV
lowest unoccupied orbital energy: 0.35 eV
largest force on an atom: 0.60 eV/A

CARTESIAN COORDINATES (ANGSTROEM)
N -1.483 0.215 -0.760
C -0.355 -0.451 1.178
C -0.469 0.667 0.152
O 0.775 0.724 -0.590
C 1.524 -0.315 -0.226
O 2.580 -0.652 -0.670
N 0.812 -0.960 0.846
H -1.647 0.874 -1.509
H -2.349 0.035 -0.265
H -0.595 1.667 0.598
H 1.207 -1.804 1.246

Force components x, y, z for each atom (eV/Å):
N -0.181 0.127 -0.048
C 0.474 0.008 -0.250
C -0.103 0.019 0.138
O 0.157 -0.099 -0.008
C 0.375 -0.069 -0.153
O -0.528 0.150 0.236
N -0.210 -0.066 0.168
H -0.013 0.078 0.040
H 0.030 -0.041 -0.029
H 0.021 -0.276 -0.102
H -0.023 0.170 0.007

Electronic structure analysis, Löwdin charges in units of e:
1 N 0.0760
2 C 0.0564
3 C -0.4100
4 O 0.0774
5 C -0.5161
6 O 0.1494
7 N 0.1009
8 H 0.0871
9 H 0.0813
10 H 0.1480
11 H 0.1496

=====

[4]
Formula: C35H52LaP3SSb
Source: the Open Molecules 2025 dataset
Level of theory: wB97M-V/def2-TZVPD

Values from the calculation:
2S+1: 1
orbital gap (alpha / beta): 0.1721 / 0.1721 hartree
E_HOMO (alpha / beta): -15.71 / -15.71 eV
lowest unoccupied orbital energy (alpha / beta): -11.03 / -11.03 eV
net charge: +3
largest force on an atom: 4.79 eV/A

CARTESIAN COORDINATES (ANGSTROEM)
La -1.180 -0.769 -0.807
P 0.119 -2.988 0.506
P 1.411 0.867 -2.016
P -0.556 -2.178 -3.568
H -4.533 -1.142 0.793
C -4.334 -1.151 -0.298
C -3.648 -2.426 -0.737
H -3.022 -2.356 -1.637
C 0.126 -3.105 2.318
C 1.869 -3.107 -0.003
C -0.607 -4.568 -0.035
C 0.870 1.999 -3.361
C 2.628 2.038 -1.276
C 2.629 -0.107 -3.013
C -1.940 -3.322 -3.989
C 0.857 -3.347 -3.814
C -0.389 -1.222 -5.135
H -5.326 -1.120 -0.793
H -3.155 -2.921 0.116
H -0.709 -2.508 2.718
H 1.067 -2.690 2.702
H 0.003 -4.157 2.611
H 2.317 -2.101 -0.056
H 1.946 -3.577 -0.994
H 2.403 -3.706 0.747
H -1.700 -4.529 0.081
H -0.187 -5.360 0.599
H -0.365 -4.749 -1.092
H 1.760 2.399 -3.870
H 0.292 2.828 -2.935
H 0.238 1.458 -4.075
H 3.393 2.311 -2.019
H 3.125 1.589 -0.408
H 2.119 2.951 -0.946
H 3.436 0.556 -3.363
H 2.160 -0.583 -3.884
H 3.065 -0.886 -2.375
H -1.999 -3.608 -5.053
H -2.889 -2.842 -3.713
H -1.830 -4.230 -3.380
H 0.931 -3.706 -4.853
H 0.730 -4.218 -3.159
H 1.805 -2.861 -3.549
H -0.370 -1.885 -6.014
H 0.522 -0.611 -5.144
H -1.250 -0.550 -5.210
C -2.986 -0.028 -2.032
C -2.713 0.966 -2.925
C -2.566 2.274 -2.408
C -3.204 2.556 -1.195
C -3.896 1.624 -0.433
C -3.566 0.155 -0.656
S -5.194 -3.741 -1.341
H -5.280 -3.169 -2.536
H -2.524 0.773 -3.980
H -2.044 3.058 -2.967
H -3.228 3.600 -0.886
H -4.325 1.941 0.523
H -2.876 0.168 0.253
C 5.491 1.403 3.132
C 5.150 0.426 2.189
C 3.820 0.280 1.767
C 2.828 1.124 2.287
C 3.164 2.085 3.244
C 4.494 2.232 3.665
Sb 0.727 0.911 1.695
C 0.064 0.357 3.707
C -1.288 0.509 4.045
C -1.717 0.226 5.350
C -0.807 -0.220 6.315
C 0.538 -0.400 5.967
C 0.968 -0.121 4.660
C 0.293 3.073 1.570
C -1.046 3.462 1.631
C -1.414 4.788 1.358
C -0.430 5.737 1.040
C 0.917 5.366 1.049
C 1.281 4.038 1.328
H 6.529 1.519 3.454
H 5.921 -0.230 1.776
H 3.568 -0.497 1.041
H 2.401 2.732 3.684
H 4.740 2.996 4.404
H -2.014 0.852 3.303
H -2.770 0.358 5.610
H -1.141 -0.430 7.331
H 1.258 -0.755 6.704
H 2.023 -0.264 4.406
H -1.830 2.740 1.874
H -2.466 5.075 1.395
H -0.719 6.761 0.798
H 1.696 6.103 0.831
H 2.342 3.777 1.352

Force components x, y, z for each atom (eV/Å):
La 4.725 -0.660 -0.440
P 0.307 -0.917 0.013
P 0.966 0.690 -1.181
P 0.396 -1.078 -1.370
H 0.015 -0.163 -0.616
C -2.246 0.815 0.227
C -1.814 -2.189 -0.163
H -0.289 -0.200 0.200
C -0.295 0.272 0.204
C 0.119 0.133 -0.061
C -0.029 -0.050 0.018
C -0.412 -0.061 0.021
C -0.125 -0.063 0.666
C -0.101 -0.458 0.242
C -0.386 0.147 0.359
C 0.256 0.063 0.487
C -0.181 0.489 0.217
H 0.550 0.181 0.329
H -0.198 -0.157 -0.468
H 0.340 -0.274 0.121
H -0.284 -0.131 0.040
H 0.161 0.352 0.038
H -0.060 -0.364 0.096
H 0.018 0.110 0.336
H 0.020 0.110 -0.311
H 0.345 -0.254 0.005
H -0.213 -0.030 -0.335
H -0.100 -0.056 0.311
H -0.372 -0.117 0.121
H 0.191 -0.068 -0.136
H 0.129 0.197 -0.020
H -0.376 -0.188 0.147
H -0.022 0.166 -0.171
H 0.063 -0.200 -0.015
H -0.351 -0.212 0.128
H 0.143 0.105 0.293
H 0.056 0.090 -0.247
H 0.288 0.200 0.412
H 0.097 -0.198 -0.191
H -0.116 0.186 -0.170
H -0.242 0.237 0.352
H 0.061 0.145 -0.148
H -0.175 -0.151 -0.098
H -0.065 0.086 0.432
H -0.267 -0.181 0.014
H 0.145 -0.059 -0.238
C -0.392 -0.226 -0.680
C -0.384 0.696 -0.220
C -0.932 -0.631 -0.374
C -0.916 0.509 1.151
C 1.007 -0.192 0.459
C -0.338 2.413 -0.284
S 2.397 1.371 1.322
H 0.008 0.219 -0.356
H 0.322 -0.151 0.297
H -0.069 -0.319 0.301
H -0.007 -0.256 0.114
H -0.518 -0.070 -0.579
H -0.403 0.529 -0.646
C -0.361 0.037 -0.072
C -0.067 0.014 0.016
C 0.119 0.226 0.232
C -0.159 -0.477 -0.466
C 0.054 0.173 0.156
C -0.092 -0.347 -0.339
Sb 0.680 1.028 1.618
C -0.223 0.158 -0.403
C 0.176 -0.240 0.400
C 0.031 -0.015 -0.169
C 0.210 0.052 -0.360
C -0.270 0.070 -0.351
C 0.059 0.009 0.180
C 0.046 -0.523 0.119
C -0.160 0.362 -0.412
C 0.374 -0.038 -0.014
C -0.193 -0.315 0.102
C -0.018 -0.288 0.074
C -0.137 0.101 -0.168
H -0.358 -0.065 -0.123
H -0.279 0.247 0.180
H 0.119 0.224 0.169
H 0.203 -0.211 -0.162
H -0.055 -0.245 -0.202
H 0.122 0.015 0.221
H 0.346 -0.036 -0.045
H 0.066 0.071 -0.277
H -0.213 0.097 -0.187
H -0.370 0.108 0.112
H 0.182 0.147 -0.017
H 0.279 0.001 0.046
H 0.108 -0.291 0.125
H -0.321 -0.267 0.136
H -0.348 0.027 -0.073

Electronic structure analysis, Löwdin charges in units of e:
1 La 1.3948
2 P 0.6459
3 P 0.7171
4 P 0.7523
5 H 0.1474
6 C -0.2248
7 C -0.4509
8 H -0.0240
9 C -0.2456
10 C -0.2406
11 C -0.2490
12 C -0.2800
13 C -0.2657
14 C -0.2690
15 C -0.2592
16 C -0.2608
17 C -0.2569
18 H 0.1210
19 H 0.0472
20 H 0.0408
21 H 0.0572
22 H 0.0697
23 H 0.0143
24 H 0.0426
25 H 0.0754
26 H 0.0375
27 H 0.0718
28 H 0.0366
29 H 0.0737
30 H 0.0354
31 H 0.0217
32 H 0.0712
33 H 0.0180
34 H 0.0355
35 H 0.0676
36 H 0.0136
37 H 0.0394
38 H 0.0775
39 H 0.0178
40 H 0.0528
41 H 0.0765
42 H 0.0330
43 H 0.0270
44 H 0.0750
45 H 0.0275
46 H 0.0294
47 C -0.2550
48 C -0.0971
49 C 0.0454
50 C -0.0290
51 C 0.0889
52 C -0.4257
53 S 0.7363
54 H -0.1717
55 H 0.1134
56 H 0.1439
57 H 0.1304
58 H 0.1494
59 H 0.0988
60 C -0.0426
61 C -0.0616
62 C -0.1580
63 C -0.3999
64 C -0.1368
65 C -0.0397
66 Sb 1.3910
67 C -0.3977
68 C -0.1610
69 C -0.0684
70 C -0.0493
71 C -0.0471
72 C -0.1298
73 C -0.3656
74 C -0.1689
75 C -0.0821
76 C -0.0547
77 C -0.0505
78 C -0.1378
79 H 0.1229
80 H 0.1176
81 H 0.0730
82 H 0.1151
83 H 0.1227
84 H 0.0688
85 H 0.1147
86 H 0.1208
87 H 0.1201
88 H 0.0985
89 H 0.0694
90 H 0.1110
91 H 0.1204
92 H 0.1236
93 H 0.0965

=====

[5]
Formula: C7H11N2O3
Source: the Open Molecules 2025 dataset
Level of theory: wB97M-V/def2-TZVPD

Values from the calculation:
2S+1: 1
orbital gap: 0.2581 hartree
relative energy (zero: lowest compared OMol25 entry of this formula, charge and spin): 125.6 kcal/mol
E_HOMO: -12.30 eV
lowest unoccupied orbital energy: -5.27 eV
net charge: +1
largest force on an atom: 4.58 eV/A

CARTESIAN COORDINATES (ANGSTROEM)
C 2.736 0.363 -0.552
C 0.410 0.391 -0.560
C 1.777 -1.754 -0.454
C -0.872 0.968 -0.032
C -1.388 -0.334 0.586
C 0.553 -1.015 -0.377
C -2.922 -0.424 0.247
N 2.844 -1.002 -0.522
N 2.838 1.196 0.434
O -0.493 -1.472 0.344
O -0.658 1.872 1.044
O -3.309 -0.667 -1.082
H 0.845 0.920 -1.309
H 2.031 -2.819 -0.446
H -1.495 1.399 -0.834
H -1.169 -0.094 1.660
H -3.386 0.552 0.683
H -3.227 -1.181 0.904
H 3.726 -1.391 -0.819
H 2.752 2.210 0.237
H 2.687 1.082 1.492
H -0.475 2.665 0.563
H -3.802 -1.464 -1.206

Force components x, y, z for each atom (eV/Å):
C 1.952 2.111 -1.033
C -0.957 -3.713 -0.061
C 1.226 -0.551 -0.294
C 1.005 -2.468 -0.091
C -1.211 1.478 0.685
C -2.001 3.872 1.410
C 0.407 0.512 1.392
N -1.378 0.211 1.216
N -0.359 0.715 2.078
O -0.785 -0.218 -0.610
O -0.005 -0.482 -0.620
O 1.303 1.468 0.053
H 2.038 1.447 -1.794
H -1.025 0.247 -0.286
H 0.137 -0.170 0.380
H -1.099 -0.660 -0.552
H 0.910 -1.417 -0.997
H -1.183 -1.336 0.776
H 0.468 -0.142 0.014
H 0.383 -1.007 -0.335
H 0.322 -0.660 -1.865
H 0.166 1.486 0.199
H -0.314 -0.723 0.336

Electronic structure analysis, Löwdin charges in units of e:
1 C -0.1121
2 C 0.0408
3 C 0.0766
4 C -0.3038
5 C -0.1713
6 C -0.1857
7 C -0.1813
8 N 0.0990
9 N 0.1235
10 O 0.0366
11 O 0.0195
12 O -0.0130
13 H 0.0880
14 H 0.1676
15 H 0.1733
16 H 0.1794
17 H 0.1704
18 H 0.1004
19 H 0.1854
20 H 0.1462
21 H 0.1806
22 H 0.0893
23 H 0.0905

=====

[6]
Formula: C7H7N
Source: the Open Molecules 2025 dataset
Level of theory: wB97M-V/def2-TZVPD

Values from the calculation:
2S+1: 1
orbital gap: 0.2943 hartree
relative energy (zero: lowest compared OMol25 entry of this formula, charge and spin): 105.3 kcal/mol
E_HOMO: -8.08 eV
lowest unoccupied orbital energy: -0.08 eV
largest force on an atom: 3.10 eV/A

CARTESIAN COORDINATES (ANGSTROEM)
C -0.644 -1.572 -0.440
C -1.825 -0.731 -0.266
C -1.027 1.266 0.588
C 0.520 -1.115 -0.059
C 0.078 1.445 -0.061
C 1.558 -1.138 0.682
C 1.166 1.789 -0.607
N -2.070 0.401 0.253
H -0.921 -2.519 -1.012
H -2.720 -1.163 -0.808
H -1.384 1.797 1.425
H 1.643 -1.674 1.587
H 2.418 -0.498 0.475
H 2.058 1.196 -0.411
H 1.148 2.517 -1.346

Force components x, y, z for each atom (eV/Å):
C -0.956 0.121 -1.221
C -2.635 -0.633 -1.241
C -0.827 -0.741 0.454
C -1.005 -2.777 0.119
C -1.858 0.523 1.483
C 2.633 1.619 -0.218
C 1.855 -1.049 -0.203
N 0.245 -0.514 -1.368
H 1.212 1.321 0.691
H 0.690 0.097 1.059
H 0.659 1.215 1.082
H -0.406 -0.546 0.897
H -0.037 -0.449 -0.081
H 0.082 0.552 -0.095
H 0.348 1.261 -1.358

Electronic structure analysis, Löwdin charges in units of e:
1 C -0.0690
2 C -0.1954
3 C -0.1637
4 C -0.1240
5 C -0.1264
6 C 0.0163
7 C 0.0305
8 N 0.0529
9 H 0.1336
10 H 0.1151
11 H 0.0998
12 H 0.0673
13 H 0.0583
14 H 0.0539
15 H 0.0508